C2H5F2N | ωB97M-V/def2-TZVPD

The geometry in XYZ format:
```
10
Properties=species:S:1:pos:R:3:forces:R:3:lowdin_charge:R:1
N -1.454 0.098 0.014 -0.2 1.0 -1.0 0.013
C -0.231 -0.636 -0.231 0.1 -0.6 2.6 -0.224
C 0.957 0.150 0.266 0.2 -0.5 0.4 -0.370
F 2.168 -0.369 -0.163 -0.9 0.5 0.4 0.033
F 0.833 1.421 -0.222 0.7 0.1 0.1 0.033
H -1.264 0.830 0.668 -0.1 0.2 1.4 0.053
H -1.398 0.698 -0.806 -1.1 0.1 -0.2 0.071
H -0.289 -0.794 -1.248 0.9 -0.8 -2.2 0.098
H -0.254 -1.577 0.321 0.1 -0.2 -0.2 0.121
H 0.934 0.180 1.401 0.4 0.2 -1.2 0.171
```
Forces are in eV/Å.

SMILES	NCC(F)F
ΔE to the lowest compared entry with this formula, charge and spin	19.44	kcal/mol
LUMO energy	0.03971	Ha
molecular weight	81.1	g mol⁻¹
gap between HOMO and LUMO	11.455	eV

C2H5F2N | ωB97M-V/def2-TZVPD

The geometry in XYZ format:
```
10
Properties=species:S:1:pos:R:3:forces:R:3:lowdin_charge:R:1
C 1.320 0.828 0.150 3.8 2.3 2.8 0.064
C -0.239 -0.537 -0.303 -2.6 -5.1 -1.9 -0.511
N -1.476 -0.081 0.027 -0.2 -0.9 0.0 0.148
F -0.161 -0.809 -1.620 0.5 0.8 -0.3 0.078
F 0.189 -1.787 0.217 -0.6 1.8 0.5 0.017
H 0.959 1.503 -0.501 -1.0 1.7 -2.7 -0.014
H 1.001 1.058 1.127 -0.2 -0.3 1.2 0.011
H 2.037 0.089 -0.040 0.6 -0.9 -0.4 0.019
H -2.053 -0.885 0.224 -0.6 0.0 0.2 0.104
H -1.578 0.621 0.719 0.3 0.6 0.7 0.084
```
Forces are in eV/Å.

spin multiplicity	3
ΔE to the lowest compared entry with this formula, charge and spin	35.58	kcal/mol
LUMO energy (alpha / beta)	0.03461 / -0.07333	Ha
molecular weight	81.1	g mol⁻¹
gap between HOMO and LUMO (alpha / beta)	6.889 / 9.380	eV